No. 1
# C5H6N2O

An isolated molecule of C5H6N2O (ωB97M-V with the def2-TZVPD basis set, the Open Molecules 2025 dataset).

The geometry in XYZ format:
```
14
Properties=species:S:1:pos:R:3:forces:R:3
C 0.110076 1.726672 0.061154 0.66 2.80 -0.91
C -0.579689 0.485699 -0.042396 -0.55 -1.95 0.45
N -1.871934 0.359494 -0.111151 0.35 -0.04 0.13
C -2.048249 -1.029404 -0.049518 -2.77 0.95 -0.13
N -1.031348 -1.750013 0.020364 2.44 -1.76 0.65
C 0.032388 -0.838616 0.073912 1.68 -0.63 -0.80
C 1.361429 -1.270861 0.027884 -2.85 -0.15 0.00
O 2.431642 -0.536156 -0.106057 0.39 1.87 0.09
H 0.835033 1.709031 0.875405 0.04 0.16 0.08
H 0.651195 1.956926 -0.900358 -0.33 -0.06 0.81
H -0.624632 2.552682 0.228734 0.74 -0.58 -0.10
H -3.048035 -1.455617 -0.002867 0.09 0.22 -0.27
H 1.616291 -2.324042 0.065512 -0.33 -0.04 0.03
H 2.165828 0.414204 -0.140619 0.44 -0.79 -0.03
```
Forces are in eV/Å.

SMILES: CC1=NC=N/C1=C/O
highest occupied orbital energy: -9.181 eV
ΔE to the lowest compared entry with this formula, charge and spin: 19.4 kcal per mole
max |F|: 3.1 eV/A
frontier orbital gap: 9.06 eV
2S+1: 1
E_tot: -10308.7625 eV
charge: 0

***

No. 2
# C2H3NO2

An isolated molecule of C2H3NO2 (ωB97M-V with the def2-TZVPD basis set, the Open Molecules 2025 dataset).

The geometry in XYZ format:
```
8
Properties=species:S:1:pos:R:3:forces:R:3
H 2.504436 0.822869 -0.013561 0.39 0.64 -0.20
N 1.986314 0.006084 -0.278979 -1.04 -0.78 0.88
C 0.803568 0.156694 0.110951 -1.62 0.59 -0.66
O -0.144869 -0.886370 -0.019418 0.68 -0.11 -0.93
C -1.428743 -0.445552 -0.118194 -0.48 -0.73 1.92
O -1.743567 0.694590 0.115791 -0.61 -0.98 -0.95
H 0.144231 1.027233 0.382036 1.77 -0.25 0.30
H -2.121371 -1.375548 -0.178629 0.91 1.62 -0.37
```
Forces are in eV/Å.

SMILES: [H]/N=C/OC=O
highest occupied orbital energy: -10.632 eV
ΔE to the lowest compared entry with this formula, charge and spin: 27.5 kcal per mole
max |F|: 2.1 eV/A
frontier orbital gap: 11.36 eV
2S+1: 1
E_tot: -7706.6483 eV
charge: 0